Molecular formula: C46H77F3N9O7S5
Method: DFT, the ωB97M-V functional and the def2-TZVPD basis

- energy above the lowest of the compared OMol25 structures with the same formula, charge and spin (kJ/mol) = 0.0
- net charge = -1
- E_tot (hartree) = -5108.8956
- max |F| (eV Å⁻¹) = 1.90

The geometry in XYZ format:
```
147
C46H77F3N9O7S5 the ωB97M-V functional and the def2-TZVPD basis
C 0.600 0.100 -0.997
O 0.725 0.681 0.306
O 1.801 0.169 -1.583
C 0.036 -1.354 -0.834
F 0.174 -1.811 0.427
F -1.278 -1.427 -1.118
F 0.646 -2.253 -1.626
C -0.225 1.689 0.614
C 0.120 2.194 2.011
H 0.022 1.376 2.724
H 1.131 2.599 1.969
H -0.625 2.950 2.264
H -1.255 1.316 0.624
H -0.215 2.506 -0.111
H -0.208 0.621 -1.538
C -4.465 2.370 -3.404
S -3.952 1.725 -1.796
O -2.609 2.292 -1.457
C -5.179 2.677 -0.848
H -5.513 2.147 -3.603
H -3.893 1.857 -4.173
H -4.284 3.443 -3.483
H -4.900 3.730 -0.856
H -5.230 2.252 0.150
H -6.132 2.606 -1.372
C 0.403 -5.118 3.080
S 1.868 -5.565 2.109
O 1.370 -5.911 0.728
C 2.715 -3.977 1.945
H -0.225 -5.981 2.868
H -0.056 -4.213 2.679
H 0.558 -4.903 4.136
H 3.749 -4.062 1.610
H 2.734 -3.370 2.853
H 2.258 -3.434 1.115
C -1.184 -4.841 -0.047
S -2.758 -4.666 -0.922
O -2.977 -5.851 -1.823
C -3.936 -4.906 0.446
H -0.354 -4.693 -0.732
H -1.151 -5.872 0.303
H -1.081 -4.139 0.776
H -4.919 -4.674 0.047
H -3.716 -4.260 1.297
H -3.899 -5.953 0.749
C -2.606 -2.362 4.766
S -1.673 -1.873 3.277
O -2.422 -0.865 2.455
C -0.357 -0.988 4.142
H -2.122 -3.074 5.425
H -3.554 -2.731 4.367
H -2.917 -1.463 5.306
H -0.137 -1.510 5.073
H -0.642 0.034 4.391
H 0.516 -0.976 3.494
C -6.115 -2.478 -1.661
S -6.284 -0.751 -1.089
O -7.648 -0.746 -0.465
C -5.096 -0.852 0.279
H -5.111 -2.832 -1.891
H -6.689 -2.568 -2.580
H -6.553 -3.042 -0.839
H -5.152 0.053 0.880
H -4.094 -0.980 -0.134
H -5.370 -1.701 0.905
C -1.150 0.471 -4.332
C -2.438 -0.213 -4.477
N -3.453 -0.724 -4.645
H -0.416 -0.136 -3.808
H -1.276 1.412 -3.795
H -0.795 0.686 -5.340
C 1.497 4.499 4.424
C 1.946 5.782 3.914
N 2.334 6.782 3.507
H 2.192 4.256 5.230
H 1.457 3.747 3.641
H 0.496 4.505 4.859
N 3.043 -0.470 1.449
C 3.141 -0.187 2.776
C 4.410 -0.502 3.211
C 5.059 -1.127 2.121
C 4.219 -1.028 1.028
H 2.207 -0.251 0.902
H 2.279 0.188 3.302
H 4.726 -0.418 4.238
H 6.055 -1.529 2.015
H 4.276 -1.401 0.019
N 2.893 2.692 -0.439
C 2.255 3.883 -0.206
C 3.064 4.671 0.570
C 4.162 3.873 0.977
C 4.008 2.647 0.361
H 2.474 1.885 -0.917
H 1.347 4.075 -0.758
H 2.825 5.701 0.785
H 5.014 4.182 1.559
H 4.492 1.687 0.436
N 5.100 -3.036 -1.905
C 3.803 -3.290 -1.613
C 3.739 -4.574 -1.095
C 5.072 -5.022 -0.954
C 5.906 -4.040 -1.440
H 5.433 -2.158 -2.276
H 3.048 -2.571 -1.894
H 2.860 -5.131 -0.815
H 5.410 -5.982 -0.597
H 6.955 -4.122 -1.669
N -3.617 7.139 0.407
C -3.623 6.131 -0.524
C -2.576 5.295 -0.203
C -1.944 5.810 0.952
C -2.581 6.962 1.288
H -4.246 7.919 0.417
H -4.290 6.082 -1.366
H -2.310 4.373 -0.699
H -1.082 5.288 1.334
H -2.421 7.683 2.071
N 2.025 -0.874 -4.508
C 1.678 -2.185 -4.634
C 1.740 -2.524 -5.963
C 2.138 -1.356 -6.664
C 2.286 -0.348 -5.754
H 1.999 -0.347 -3.639
H 1.357 -2.756 -3.780
H 1.491 -3.500 -6.343
H 2.299 -1.334 -7.730
H 2.507 0.703 -5.831
N -3.852 1.440 2.584
C -4.460 1.768 3.769
C -4.600 3.135 3.839
C -4.018 3.654 2.663
C -3.616 2.606 1.891
H -3.315 0.575 2.415
H -4.539 1.014 4.537
H -4.971 3.763 4.632
H -3.794 4.693 2.479
H -3.079 2.627 0.955
N 4.825 0.074 -2.468
C 5.210 -0.356 -3.731
C 6.581 -0.236 -3.787
C 7.036 0.349 -2.593
C 5.933 0.469 -1.778
H 3.889 0.006 -2.071
H 4.485 -0.789 -4.397
H 7.242 -0.506 -4.597
H 8.056 0.583 -2.340
H 5.829 0.897 -0.796
```